Entry from OMol25: 2 unconnected molecules or ions with the total composition C20H17NO5 (ωB97M-V with the def2-TZVPD basis set).

```
43
Properties=species:S:1:pos:R:3:forces:R:3:nbo_charge:R:1
C 2.370 4.219 -1.273 -0.1 -0.5 0.4 -0.71
C 1.485 3.350 -2.125 0.0 0.7 0.2 0.49
C 2.079 2.094 -2.656 0.4 0.3 -0.7 -0.69
N 0.270 3.653 -2.407 -0.6 -2.4 -0.1 -0.56
C -0.626 3.901 -1.369 -0.1 1.6 0.2 0.21
C -2.093 4.103 -1.679 -0.3 -0.4 0.6 -0.09
O -2.637 3.928 -0.331 0.3 0.4 0.0 -0.50
C -1.715 3.235 0.381 -0.3 -0.2 -0.3 0.97
O -1.722 3.089 1.561 -0.2 -0.1 0.0 -0.58
O -0.770 2.751 -0.468 0.6 0.4 0.2 -0.53
H 3.060 3.618 -0.680 0.0 0.1 0.1 0.23
H 1.787 4.877 -0.634 0.1 0.1 0.0 0.23
H 2.972 4.810 -1.968 -0.1 0.0 0.0 0.25
H 1.478 1.692 -3.468 0.0 0.0 0.0 0.24
H 3.119 2.224 -2.966 0.0 -0.1 0.0 0.22
H 2.068 1.371 -1.832 -0.1 0.1 0.1 0.27
H -0.372 4.722 -0.666 0.3 0.1 -0.3 0.14
H -2.517 3.278 -2.250 0.2 0.2 -0.5 0.20
H -2.346 5.092 -2.045 -0.1 -0.1 0.0 0.21
C -2.467 0.158 1.924 -0.1 -0.2 0.1 -0.19
C -3.131 -0.871 2.583 0.0 0.0 0.0 -0.19
C -2.624 -2.160 2.565 0.0 0.1 0.0 -0.16
C -1.446 -2.432 1.879 0.0 0.0 0.0 -0.15
C -0.785 -1.402 1.202 0.0 -0.1 0.0 -0.07
C -1.295 -0.111 1.235 0.0 0.1 0.0 -0.18
C 0.460 -1.664 0.428 0.0 0.0 0.0 0.53
O 1.046 -0.772 -0.152 0.0 0.0 0.0 -0.54
C 0.967 -3.067 0.383 0.0 0.0 0.0 -0.06
C 2.097 -3.353 -0.374 0.1 -0.1 0.0 -0.19
C 2.591 -4.645 -0.420 0.0 0.0 0.0 -0.19
C 1.962 -5.658 0.296 0.0 0.0 0.0 -0.19
C 0.834 -5.381 1.048 0.1 -0.1 0.0 -0.16
C 0.328 -4.087 1.089 0.0 0.0 0.0 -0.14
C -0.907 -3.819 1.885 0.0 0.0 0.0 0.55
O -1.448 -4.706 2.511 0.0 0.0 0.0 -0.53
H -2.862 1.163 1.952 0.0 0.0 0.0 0.24
H -4.050 -0.664 3.117 0.0 0.0 0.0 0.22
H -3.131 -2.965 3.079 0.0 0.0 0.0 0.24
H -0.763 0.673 0.716 0.0 0.0 0.0 0.25
H 2.578 -2.555 -0.923 0.0 0.0 0.0 0.24
H 3.469 -4.866 -1.014 0.0 0.0 0.0 0.22
H 2.353 -6.667 0.263 0.0 0.0 0.0 0.22
H 0.333 -6.159 1.607 0.0 0.0 0.0 0.24
```
Forces are in eV/Å.

Results
Total charge: 0
Energy relative to the best compared isomer or geometry (same formula, charge and spin) (kJ/mol): 144.5
Molar mass (g/mol): 351.36
DFT total energy (eV): -32742.7384
SMILES string: O=C1c2ccccc2C(=O)c2ccccc21.CC(C)=N[C@H]1COC(=O)O1